--- 1 ---
Density functional theory data (wB97M-V/def2-TZVPD) for C9H12O in the gas phase.

The HOMO-LUMO gap (alpha / beta) comes out at 8.38 / 8.35 eV.

Last column: Mulliken charge in e.
Geometry (Å):
1 C 0.97854 -1.34745 0.42722  -0.54
2 C 2.15945 -0.98656 0.13879  0.25
3 C -0.22651 -0.41346 0.53264  1.11
4 C 1.08712 1.40596 -0.06809  0.36
5 C 1.58749 2.59920 -0.32587  -0.82
6 C -1.48577 -0.90960 0.72122  -0.59
7 C 3.52307 -1.34190 -0.17550  -1.31
8 C -3.07400 0.55001 -0.72341  -1.00
9 C -2.85829 -0.14205 0.67837  -0.60
10 O -0.14088 0.92307 0.11653  -0.32
11 H 0.62773 -2.35319 0.75077  0.23
12 H 1.02239 3.55577 -0.17041  0.24
13 H 2.64097 2.72800 -0.60164  0.24
14 H -1.57743 -1.98909 1.08167  0.15
15 H 3.77584 -1.07948 -1.19828  0.30
16 H 3.70694 -2.39784 -0.14665  0.37
17 H 4.24108 -0.67926 0.26191  0.32
18 H -3.09740 1.60765 -0.68545  0.29
19 H -3.96587 0.20276 -1.13912  0.35
20 H -2.18840 0.40002 -1.44282  0.25
21 H -3.55712 -0.91174 0.61071  0.30
22 H -3.17895 0.57919 1.35743  0.41

--- 2 ---
Density functional theory data (wB97M-V/def2-TZVPD) for a molecular structure, C9H12O.

The HOMO-LUMO gap comes out at 9.26 eV.

Last column: Mulliken charge in e.
Geometry (Å):
1 C -0.57043 -0.40606 0.22557  -0.56
2 C 0.32788 -1.19763 0.24995  -0.07
3 C -1.89892 2.28580 0.40677  -0.74
4 C -0.69118 2.10537 -0.11882  0.27
5 C -1.29937 0.62964 -0.43548  1.91
6 C 0.53503 2.85198 -0.39585  -1.02
7 C -1.36039 0.25706 -1.89689  -1.46
8 C 0.40479 -3.56669 0.45027  -1.24
9 C 1.21603 -2.25816 0.63632  -0.47
10 O -2.53493 1.09000 0.18128  -0.50
11 H -2.44405 3.03831 1.01875  0.35
12 H 1.33893 2.03899 -0.67867  0.23
13 H 0.80846 3.32129 0.54224  0.35
14 H 0.48957 3.48649 -1.37355  0.25
15 H -2.24811 0.78401 -2.39297  0.37
16 H -1.58584 -0.77911 -1.98836  0.40
17 H -0.52282 0.60230 -2.43818  0.32
18 H -0.16606 -3.86391 1.34607  0.30
19 H 1.02437 -4.40639 0.34195  0.42
20 H -0.26392 -3.52973 -0.33034  0.34
21 H 2.11611 -2.23709 0.02251  0.30
22 H 1.39436 -2.23881 1.69835  0.26

Relative energy table, unit hartree: 1 0.0807; 2 0.0000